Record 1
C26H32N3 | wB97M-V/def2-TZVPD

Each line ends with the natural charge from an NBO analysis.
Positions of all 61 atoms, in Å:
N  -0.92554  -2.90792  -0.19912  -0.359
N  3.94247  1.11691  1.12926  -0.361
N  0.42182  -0.99840  -0.05884  -0.402
C  -0.82086  -1.58904  -0.15615  0.630
C  2.02595  0.82842  -0.04763  -0.129
C  1.79455  1.85726  0.95530  -0.108
C  1.13855  -3.12550  1.00975  -0.419
C  1.54393  -1.81093  0.41274  -0.214
C  -3.06696  -1.25720  1.03187  -0.393
C  0.19727  -3.78859  0.05176  -0.223
C  -3.22640  -3.71252  0.49568  -0.415
C  -2.47245  3.62651  -3.97501  -0.632
C  -2.17688  -3.58142  -0.60568  -0.214
C  5.27325  0.92535  1.67211  -0.403
C  -1.97990  2.38985  -1.87961  -0.235
C  1.83390  2.99537  3.51421  -0.206
C  -3.99933  -2.43306  0.77132  -0.398
C  0.66797  3.02867  2.73731  -0.224
C  0.68017  2.55487  1.41760  -0.200
C  0.94798  0.11767  -0.81727  -0.067
C  2.99713  1.95548  1.70543  0.200
C  0.05499  1.13794  -1.53007  -0.075
C  -2.18149  -0.90546  -0.16458  -0.493
C  3.38658  0.48162  0.04573  0.007
C  3.03742  2.52964  2.96836  -0.254
C  -0.20620  2.55485  -3.48564  -0.206
C  -1.52628  2.85736  -3.10513  0.001
C  -1.12065  1.69667  -1.02971  -0.151
C  0.55496  1.66547  -2.71916  -0.179
H  3.98105  2.57662  3.50218  0.221
H  -4.65509  -2.19409  -0.07805  0.205
H  2.21997  -2.00023  -0.43751  0.192
H  -1.36007  1.64971  0.04132  0.205
H  0.71295  -4.02770  -0.89496  0.215
H  -2.69608  -1.11127  -1.12005  0.241
H  5.95511  1.73176  1.36844  0.214
H  -1.85911  -4.58497  -0.90357  0.229
H  1.57351  1.41130  -3.01137  0.220
H  -4.64370  -2.56973  1.64625  0.230
H  3.93002  -0.27544  -0.52608  0.218
H  -0.25028  3.42968  3.15773  0.221
H  -0.13342  2.78857  0.73804  0.215
H  -3.66553  -0.37478  1.28844  0.231
H  -0.20816  -4.71539  0.46241  0.226
H  2.12179  -1.26355  1.16391  0.246
H  1.81741  3.35493  4.53543  0.225
H  -3.92672  -4.48427  0.16455  0.234
H  -1.93594  4.25654  -4.68422  0.226
H  5.67179  -0.03447  1.32607  0.215
H  5.22585  0.94658  2.76711  0.217
H  -2.05053  0.16222  -0.13001  0.268
H  -3.00171  2.60034  -1.54967  0.216
H  0.69289  -2.97783  1.99597  0.222
H  1.50039  -0.33653  -1.66561  0.210
H  2.03269  -3.74330  1.14271  0.246
H  -3.13209  4.25217  -3.36520  0.224
H  -2.76092  -4.07231  1.42504  0.211
H  -2.60625  -3.07369  -1.47989  0.218
H  0.20989  2.99555  -4.39431  0.225
H  -2.43845  -1.46630  1.90899  0.210
H  -3.11718  2.93999  -4.53896  0.228

Cartesian forces (eV/Å) of the 6 atoms listed first:
N -0.15 0.29 -0.01
N -0.02 0.39 -0.31
N -2.09 -1.38 0.98
C 0.45 0.05 -0.46
C 1.27 0.87 0.41
C 1.04 -0.82 0.15

The total charge is +1. The value obtained for the highest occupied orbital energy is -10.2 eV. Its structure (SMILES) is Cc1ccc([C@@H](c2cn(C)c3ccccc23)N2CCC[N+]3=C2CCCCC3)cc1. The energy above the lowest of the compared OMol25 structures with the same formula, charge and spin is 0.711 eV. Its frontier orbital gap is 7.57 eV.

=====

Record 2
C11H29BBr8NbO2 | wB97M-V/def2-TZVPD

Each line ends with the natural charge from an NBO analysis.
Positions of all 52 atoms, in Å:
Nb  -3.11313  -0.23689  -0.92263  1.566
Br  0.10891  -2.55951  -4.53551  0.023
Br  -3.03646  3.76951  2.23446  0.007
Br  1.10132  -4.60251  -1.64568  0.003
Br  4.83400  -1.51245  1.41579  0.004
Br  7.56062  -0.13858  -0.64522  -0.026
Br  -1.52759  -1.18227  3.40294  0.015
Br  -0.00245  5.28751  0.69345  -0.025
Br  -5.22871  -0.89505  3.29537  0.015
O  -1.01759  2.30050  -0.48477  -1.004
O  -0.00658  0.64649  -1.82260  -0.759
C  -4.09904  -2.17960  4.20950  -0.459
C  5.71806  0.20908  1.53369  -0.456
C  6.04752  0.76864  0.17478  -0.443
C  -2.76295  5.51054  1.41858  -0.455
C  1.85827  -3.24124  -4.05512  -0.465
C  2.02858  -0.16080  -0.81283  -0.636
C  -1.86268  -2.10099  -0.87597  -1.246
C  -2.84675  -1.55796  4.77512  -0.457
C  1.30342  1.02913  -1.44123  -0.073
C  -1.87248  5.46508  0.20260  -0.452
C  1.79478  -4.62368  -3.45865  -0.452
B  -1.12540  1.06410  -1.13545  0.680
H  1.28067  1.88732  -0.76651  0.183
H  -1.94332  6.40665  -0.33749  0.218
H  1.54094  -1.08885  -1.11299  0.231
H  -4.81164  -0.96695  -1.16325  -0.432
H  -2.09870  4.63194  -0.45897  0.266
H  -3.75697  5.85438  1.14055  0.224
H  -1.06663  -2.13756  -1.62140  0.240
H  1.83523  1.35367  -2.34074  0.158
H  3.06282  -0.20482  -1.16936  0.182
H  5.01775  0.86844  2.04212  0.233
H  2.06464  -0.11340  0.27594  0.204
H  5.21565  0.66973  -0.51543  0.238
H  2.44262  -3.25916  -4.97301  0.219
H  -2.35238  6.15963  2.18610  0.219
H  -3.05474  -0.62022  5.28144  0.225
H  6.60320  0.07071  2.14653  0.225
H  -4.70545  -2.58873  5.01531  0.216
H  -3.87050  -2.96024  3.49006  0.231
H  -1.42349  -2.19365  0.12578  0.216
H  2.79201  -5.05431  -3.39589  0.218
H  2.28896  -2.52369  -3.36225  0.231
H  -3.93948  1.40174  -1.20367  -0.385
H  -1.38690  2.25944  0.40623  0.503
H  -3.15874  0.01765  0.92027  -0.491
H  6.33693  1.81377  0.25450  0.226
H  -2.52546  -2.95910  -1.04889  0.221
H  1.14577  -5.27927  -4.03117  0.225
H  -3.01808  -0.25471  -2.77036  -0.370
H  -2.36837  -2.24946  5.46598  0.217

Cartesian forces (eV/Å) of the 6 atoms listed first:
Nb -0.54 -2.58 1.02
Br 0.01 0.00 0.06
Br 0.10 -0.01 -0.01
Br -0.01 0.00 -0.03
Br 0.08 -0.07 0.03
Br -0.02 -0.01 0.00

The total charge is -1. The value obtained for the highest occupied orbital energy is -4.1 eV. Its frontier orbital gap is 6.15 eV.

=====

Record 3
C3H7FO | wB97M-V/def2-TZVPD

Each line ends with the natural charge from an NBO analysis.
Positions of all 12 atoms, in Å:
F  0.43286  1.79343  -0.71762  -0.367
O  0.56509  -2.13231  -0.55107  -0.708
C  -0.18243  1.47461  0.46239  0.055
C  -0.46612  -0.11600  0.45403  -0.468
C  0.54580  -0.74825  -0.64624  -0.052
H  -1.18772  1.99456  0.53783  0.158
H  0.44978  1.85072  1.30192  0.167
H  -0.33853  -2.41349  -0.48976  0.458
H  1.56806  -0.41130  -0.50802  0.184
H  0.28802  -0.45248  -1.69222  0.165
H  -0.19839  -0.47637  1.50731  0.209
H  -1.47643  -0.36312  0.34146  0.199

Cartesian forces (eV/Å) of the 6 atoms listed first:
F 0.11 0.67 -0.44
O 0.52 -0.87 0.18
C -1.97 -1.14 0.95
C 4.28 1.54 0.95
C -1.42 0.99 0.37
H 1.20 -0.27 -0.26

The value obtained for the highest occupied orbital energy is -10.1 eV. Its structure (SMILES) is OCCCF. The energy above the lowest of the compared OMol25 structures with the same formula, charge and spin is 0.667 eV. Its frontier orbital gap is 11.10 eV.

=====

Record 4
C18H26AsN2RhSi | wB97M-V/def2-TZVPD

Each line ends with the natural charge from an NBO analysis.
Positions of all 49 atoms, in Å:
Rh  -0.19284  0.48495  0.08834  0.814
As  -0.52930  2.89603  0.46436  1.294
Si  -5.09138  -0.26905  -0.23634  1.536
N  1.89878  -0.00418  0.19616  -0.516
N  0.13189  -0.02302  2.15585  -0.378
C  -5.67820  1.36033  -0.99943  -1.084
C  4.07423  -0.11416  -0.75730  -0.211
C  1.42596  -0.10801  2.52779  0.174
C  2.69839  -0.03922  -0.87241  0.074
C  -5.54888  -0.16188  1.60943  -1.079
C  -5.71759  -1.88843  -0.93325  -1.095
C  4.62657  -0.14464  0.51499  -0.098
C  3.79023  -0.12367  1.62250  -0.193
C  -2.35815  3.47457  0.18129  -0.939
C  -0.59349  -0.37500  4.38268  -0.218
C  0.72901  -0.40232  4.80095  -0.095
C  -0.85353  -0.16980  3.04102  0.073
C  0.49928  4.11656  -0.64117  -0.936
C  -0.22386  3.47802  2.29291  -0.942
C  1.74632  -0.27984  3.86620  -0.196
C  2.41904  -0.06037  1.43657  0.160
C  -1.99661  -0.14250  -0.39214  -0.452
C  -3.22665  -0.20253  -0.33568  -0.309
H  -0.45914  4.54037  2.34229  0.270
H  -5.33676  -2.73365  -0.35994  0.256
H  0.31129  3.90747  -1.69271  0.265
H  4.69172  -0.15730  -1.64276  0.264
H  -0.88854  2.93049  2.95923  0.254
H  -6.80709  -1.90123  -0.87701  0.261
H  0.80698  3.32367  2.60675  0.254
H  -5.15372  0.74740  2.06487  0.226
H  4.21243  -0.16710  2.61581  0.245
H  -5.39586  2.20465  -0.37097  0.232
H  -5.26231  1.50792  -1.99757  0.246
H  0.96649  -0.51855  5.84986  0.260
H  0.16269  5.12467  -0.40256  0.270
H  -1.86189  -0.13279  2.65020  0.248
H  -1.40855  -0.51502  5.07766  0.266
H  -3.01539  2.91338  0.84316  0.257
H  -6.76609  1.34615  -1.07995  0.262
H  -5.17044  -1.03315  2.14656  0.238
H  2.77730  -0.33328  4.18297  0.251
H  1.56673  4.03318  -0.44729  0.259
H  2.21731  -0.03491  -1.84353  0.229
H  -6.63615  -0.14733  1.68935  0.260
H  -5.42564  -2.02626  -1.97505  0.257
H  -2.42277  4.53587  0.41871  0.258
H  5.69902  -0.20130  0.64374  0.259
H  -2.65663  3.30087  -0.85024  0.267

Cartesian forces (eV/Å) of the 6 atoms listed first:
Rh 0.61 -1.67 1.30
As -0.80 -0.22 0.10
Si -0.85 0.28 0.70
N 0.03 0.99 0.11
N -0.19 0.74 -1.92
C 0.22 -0.69 -0.23

The total charge is +2. The value obtained for the highest occupied orbital energy (spin up / spin down) is -14.9 / -14.9 eV. The energy above the lowest of the compared OMol25 structures with the same formula, charge and spin is 1.236 eV. Its frontier orbital gap (spin up / spin down) is 6.19 / 6.11 eV.

=====

Record 5
C4H11NO | wB97M-V/def2-TZVPD

Each line ends with the natural charge from an NBO analysis.
Positions of all 17 atoms, in Å:
O  -0.74957  1.98572  -2.07429  -0.725
N  0.48065  -0.39450  0.12420  -0.452
C  -0.29515  0.87806  0.16727  -0.244
C  1.32314  -0.34435  1.34226  -0.442
C  -0.17073  -1.66703  0.10683  -0.426
C  -1.11393  0.89942  -1.19871  -0.076
H  0.21000  2.06768  -2.04301  0.456
H  -1.05484  1.00768  0.94210  0.182
H  2.39683  -0.57039  1.16980  0.197
H  1.52538  0.63138  1.79907  0.205
H  0.45998  1.64182  0.07690  0.201
H  -2.17042  1.12523  -1.05004  0.184
H  1.03306  -0.99004  2.17830  0.186
H  -0.78114  0.01066  -1.71474  0.175
H  -0.88873  -1.90377  0.90195  0.167
H  0.52627  -2.51087  0.08610  0.209
H  -0.73080  -1.86673  -0.81398  0.201

Cartesian forces (eV/Å) of the 6 atoms listed first:
O 0.31 0.20 0.42
N 1.06 1.40 2.55
C -1.56 -1.62 -3.20
C 2.18 -0.12 0.38
C -1.20 -1.31 -0.95
C 1.26 1.61 0.37

The value obtained for the highest occupied orbital energy is -9.0 eV. Its structure (SMILES) is CN(C)CCO. The energy above the lowest of the compared OMol25 structures with the same formula, charge and spin is 2.375 eV. Its frontier orbital gap is 10.00 eV.

=====

| no. | DFT total energy (eV) | largest force on an atom (eV Å⁻¹) |
| --- | --- | --- |
| 1 | -31945.1640 | 2.900 |
| 2 | -578535.6041 | 2.828 |
| 3 | -7988.4259 | 4.651 |
| 4 | -93775.8465 | 2.208 |
| 5 | -7862.1784 | 3.909 |